Computed, not measured: a structure of composition C7H17B3NO4, with ωB97M-V/def2-TZVPD.

Results
HOMO-LUMO gap	4.95	eV
LUMO	2.5	eV
E	-707.40114	a.u.
highest occupied orbital energy	-0.0910	Ha
charge	-1

CARTESIAN COORDINATES (ANGSTROEM)
1 O -0.8879 1.5060 -1.2649
2 C 2.5691 -1.0067 0.1607
3 O -0.7719 2.5435 0.9089
4 H 2.5873 -2.3850 1.9113
5 B 0.3197 3.1370 0.1907
6 H 0.9380 -1.6024 1.5977
7 H -1.4591 -0.9970 -1.2723
8 H -5.0261 0.2086 0.2823
9 B -1.3054 1.4844 0.1072
10 H 0.4269 -1.4544 -0.4763
11 H -5.0286 -1.0155 -1.1109
12 H 2.9789 0.0254 0.1774
13 O 4.4138 0.1912 1.6410
14 N -2.4701 -1.1739 -1.3086
15 C 1.2931 0.1137 -1.8747
16 H -1.6233 -0.3237 1.3604
17 H 3.4052 -1.6836 -0.1237
18 H 2.2679 -0.6095 2.2765
19 C 2.0577 -1.4591 1.5821
20 C -2.2487 0.3457 0.7211
21 H 0.4278 4.3163 0.1188
22 H 2.3239 0.4673 -2.1444
23 C 1.4031 -1.1560 -0.9269
24 H 4.2921 0.9607 2.2126
25 C -4.5459 -0.6897 -0.1597
26 H -4.6801 -1.5528 0.5470
27 C -2.9947 -0.5324 -0.3334
28 B 0.5491 1.3467 -1.1872
29 H 1.7215 -2.0001 -1.5941
30 H -3.0427 0.8745 1.3133
31 O 1.2909 2.3429 -0.4979
32 H 0.8184 -0.2221 -2.8337

Mulliken atomic charge list, values in e, 8 entries: -0.33, -0.42, -0.54, 0.27, 0.56, 0.32, 0.20, 0.32

***

Computed, not measured: a cluster of 2 separate species, CH7N2O in total, with ωB97M-V/def2-TZVPD.

Results
energy relative to the best compared isomer or geometry (same formula, charge and spin)	22.2	kJ/mol
HOMO-LUMO gap	11.83	eV
LUMO	-3.3	eV
E	-226.82696	a.u.
highest occupied orbital energy	-0.5567	Ha
charge	+1

CARTESIAN COORDINATES (ANGSTROEM)
1 H -1.8500 0.9056 1.5223
2 H -2.4150 -0.2712 0.4847
3 O 0.1762 0.3149 -0.0755
4 N 1.7932 0.2663 -1.6188
5 H 2.7350 0.1166 -1.9380
6 C 1.2510 -0.1539 -0.4828
7 N -1.8218 -0.0724 1.2900
8 H -2.0766 -0.6127 2.1114
9 H 1.7240 -0.9422 0.1092
10 H 1.2375 0.6720 -2.3386
11 H -0.7533 -0.2231 0.9362

Mulliken atomic charge list, values in e, 8 entries: 0.35, 0.36, -0.68, -0.30, 0.25, 0.27, -0.55, 0.36

***

Computed, not measured: a structure of composition C14F10KN3O, with ωB97M-V/def2-TZVPD.

Results
energy relative to the best compared isomer or geometry (same formula, charge and spin)	6.5	kJ/mol
HOMO-LUMO gap	7.23	eV
LUMO	4.4	eV
E	-2371.65613	a.u.
highest occupied orbital energy	-0.1034	Ha
charge	-2

CARTESIAN COORDINATES (ANGSTROEM)
1 C 5.0541 0.2021 0.3456
2 F -2.7458 6.1340 0.0475
3 F -3.7148 3.7765 0.9917
4 F -1.0310 -6.1824 0.5878
5 C -0.2096 2.8352 0.4174
6 C -0.6071 -2.6205 -0.2475
7 N 6.3476 0.3210 0.4350
8 C -2.5852 -3.5828 -1.3625
9 C -2.4085 3.8627 0.6448
10 C -1.2715 -4.9777 0.0288
11 C -0.4279 -3.9172 0.2943
12 C -1.7426 -2.5234 -1.0922
13 F -3.1919 -5.8678 -1.0638
14 F -2.0107 -1.3429 -1.6816
15 N 7.9410 -1.3348 1.3467
16 C 0.2111 4.0462 -0.0441
17 O 0.1757 -1.6401 -0.0176
18 C -1.9249 5.0665 0.1668
19 C -1.5316 2.7961 0.7504
20 N 3.8952 0.2021 0.2101
21 F -0.1263 6.3484 -0.6539
22 C -2.3640 -4.8277 -0.8033
23 F -2.1000 1.6418 1.2419
24 F 1.5214 4.2395 -0.4275
25 F -3.6403 -3.4100 -2.1853
26 C 7.1428 -0.5948 0.9322
27 F 0.6187 -4.1416 1.1132
28 C -0.5919 5.1654 -0.1859
29 K 1.3177 0.3262 0.2110

Mulliken atomic charge list, values in e, 8 entries: 0.27, -0.34, -0.34, -0.32, -1.42, -0.44, -0.66, 0.10

***

Computed, not measured: a cluster of 4 separate species, C19H28ClF3N3O11 in total, with ωB97M-V/def2-TZVPD.

Results
HOMO-LUMO gap	6.25	eV
LUMO	2.2	eV
E	-2492.42139	a.u.
highest occupied orbital energy	-0.1494	Ha
charge	-1

CARTESIAN COORDINATES (ANGSTROEM)
1 H -2.3755 5.0070 0.3861
2 O -0.0197 1.5827 -1.8639
3 H 0.9530 2.9128 1.1947
4 H 5.0993 -4.0364 3.5586
5 H -2.8763 -1.7280 -0.3587
6 H 1.3834 0.5415 4.2940
7 O 3.3723 -4.2585 2.4654
8 C 3.4022 -2.8461 4.2540
9 C -1.6986 5.1407 -0.4627
10 H 0.2508 -0.6065 3.4307
11 O -4.0682 -3.8036 -3.0906
12 H -2.6101 -3.5567 -0.7204
13 C -2.8607 6.0730 -2.0977
14 C 1.7037 2.4358 1.9280
15 O 2.7423 -2.7131 0.9386
16 C -0.6508 -2.3658 -0.3637
17 C -2.1927 -2.5067 -0.8665
18 C 0.1187 1.0624 -0.6962
19 C -7.1592 -2.4295 -3.2386
20 H 1.6511 -1.7923 -0.2510
21 C 4.0176 -4.0966 3.7103
22 H 4.0766 -2.3047 4.9192
23 N -0.0274 -1.3448 -1.2492
24 H -6.0247 -0.7124 -3.9785
25 C 0.6039 0.4805 3.4391
26 F -6.7309 -0.4041 -2.1237
27 H -7.8864 -2.2714 -4.0364
28 O -5.0632 -1.8457 -2.5576
29 H 3.0501 0.3183 -1.8193
30 H -2.1742 -2.2340 -1.9873
31 H -0.9780 4.0093 -2.1621
32 H -0.2233 1.2124 3.7278
33 H 2.4630 -3.0339 4.7822
34 O -1.9778 6.3726 -1.1038
35 Cl 2.8631 2.6516 -1.2137
36 N 1.5221 -0.0745 1.2026
37 H -0.0092 -1.7190 -2.2185
38 F -0.4163 5.1631 -0.0262
39 C 5.3534 1.5186 -0.3526
40 C 4.1257 0.5464 0.1051
41 F 3.7229 -5.1656 4.4918
42 H -7.6944 -2.6925 -2.3218
43 O -6.2538 -3.4717 -3.5719
44 H 5.4638 1.5751 -1.4837
45 H 1.6793 2.9854 2.9438
46 H -0.5995 -2.1228 0.7477
47 O -3.5252 6.8883 -2.6750
48 H 6.3031 1.0017 0.0619
49 H -0.1479 -3.3747 -0.6043
50 H -2.1900 3.1627 -1.1805
51 O 3.1393 -2.0993 3.0759
52 C 1.3156 0.8991 2.0431
53 H 5.3169 2.5385 0.1618
54 C 3.0527 -2.9968 2.0549
55 C 1.4498 0.2794 -0.2367
56 H 4.4480 -0.5297 -0.0777
57 C -6.2461 -1.2581 -3.0566
58 C -1.8782 4.1391 -1.5562
59 O -2.9022 4.7381 -2.3496
60 H 2.7876 2.5477 1.5605
61 C -5.0369 -3.1064 -3.0723
62 O -1.0293 1.1649 0.1034
63 N 1.3114 -1.0794 -0.9341
64 C 2.8271 0.8632 -0.8278
65 H 3.9566 0.7697 1.2060

Mulliken atomic charge list, values in e, 8 entries: 0.23, -0.80, 0.02, 0.29, 0.23, 0.29, -0.34, -0.49

***

Computed, not measured: a cluster of 2 separate species, C4H3N3O in total, with ωB97M-V/def2-TZVPD.

Results
energy relative to the best compared isomer or geometry (same formula, charge and spin)	562.2	kJ/mol
HOMO-LUMO gap (spin up / spin down)	7.92 / 7.92	eV
LUMO (spin up / spin down)	-2.6 / -2.6	eV
E	-393.50526	a.u.
highest occupied orbital energy (spin up / spin down)	-0.3857 / -0.3857	Ha

CARTESIAN COORDINATES (ANGSTROEM)
1 H 0.6399 -1.6648 1.1110
2 N -3.2968 0.0560 -1.0210
3 H -1.3940 1.6296 1.0352
4 C 1.8542 -0.6873 -0.3912
5 C 0.0460 0.3817 0.3390
6 N 0.5445 1.1311 -0.6752
7 O 1.6744 0.5754 -1.0306
8 H 2.7274 -1.3385 -0.8316
9 C 0.8002 -0.8476 0.3970
10 N -0.9944 0.6491 1.2098
11 C -2.6013 0.1153 -0.1425

Mulliken atomic charge list, values in e, 8 entries: 0.34, -0.31, 0.38, -0.20, 0.43, -0.27, -0.07, 0.34